# 1
A structure of composition C20H22ClNOPYb at a distorted geometry. Source: OMol25; level of theory: the ωB97M-V functional and the def2-TZVPD basis.

The geometry in XYZ format:
```
47
Properties=species:S:1:pos:R:3:forces:R:3
Yb -0.32932 2.26811 -1.15126 0.909 0.813 2.728
Cl 0.35493 3.23677 0.98853 -0.218 -0.062 -1.084
P 0.44508 -0.16242 0.43734 0.605 -1.054 -0.244
C 1.19969 -0.24644 -1.22722 -0.088 -0.217 -0.241
C 0.81007 -1.18379 -2.20212 0.063 0.450 0.205
C 1.22082 -1.00150 -3.52068 0.149 -0.158 -0.193
C 1.94753 0.12946 -3.89320 0.020 -0.034 -0.223
C 2.35067 1.05287 -2.92649 0.392 0.279 -0.373
C 2.06225 0.82396 -1.58404 -1.006 0.290 0.154
C 1.91116 -0.40031 1.50044 0.042 0.839 0.798
C 1.73314 -0.06309 2.86028 0.197 0.062 -0.454
C 2.81542 -0.09487 3.73555 0.086 -0.152 -0.077
C 4.08980 -0.43083 3.25836 -0.241 -0.018 -0.116
C 4.26608 -0.77657 1.91498 -0.101 -0.086 0.128
C 3.17766 -0.78910 1.04198 -0.205 0.210 -0.112
C -0.48077 -1.70291 0.67182 -0.798 0.192 -0.158
C -1.85778 -1.57170 0.95489 0.559 -0.194 -0.195
C -2.62044 -2.71061 1.19269 -0.062 -0.274 -0.005
C -2.02971 -3.98168 1.13730 0.069 0.461 -0.092
C -0.66802 -4.10644 0.83879 0.070 0.223 -0.051
C 0.11634 -2.97072 0.61169 -0.331 -0.006 0.106
H 0.74598 0.26073 3.19774 0.298 -0.114 0.065
H 2.67059 0.14794 4.78961 0.062 -0.028 -0.347
H 4.94499 -0.42581 3.93755 -0.293 0.001 -0.238
H 5.25665 -1.03781 1.53915 -0.309 0.020 0.152
H 3.31568 -1.07796 -0.00294 0.070 0.108 0.337
H 0.19361 -2.04196 -1.91808 0.201 0.332 -0.118
H 0.98251 -1.76180 -4.26491 -0.005 0.255 0.141
H 2.24791 0.26978 -4.93447 -0.173 -0.023 0.354
H 2.94511 1.92760 -3.21166 -0.071 -0.427 0.077
H 2.49362 1.45986 -0.79882 -0.146 -0.106 -0.196
H -2.29989 -0.56871 0.98340 0.064 -0.420 0.103
H -3.68246 -2.61419 1.41842 0.280 -0.059 -0.040
H -2.63827 -4.86954 1.31517 0.219 0.268 -0.033
H -0.20860 -5.09178 0.77760 -0.127 0.220 0.051
H 1.18062 -3.06720 0.38635 -0.281 -0.016 0.134
H -1.11698 0.72893 -2.38328 -1.248 -0.769 0.915
H -1.58050 0.68457 -1.72739 0.394 -0.555 -1.593
C -4.03513 3.27546 0.66908 0.035 -0.112 0.213
C -3.53769 3.39163 -0.73418 -0.975 1.091 -0.677
N -4.29061 4.03295 -1.63963 0.811 -0.931 0.611
O -2.40988 2.93271 -1.08633 0.856 -0.492 -0.326
H -4.64440 2.35819 0.77108 0.279 0.331 -0.093
H -4.66925 4.13224 0.93788 0.228 -0.288 -0.089
H -3.17528 3.21020 1.34896 -0.306 0.032 -0.161
H -4.00503 4.01341 -2.61632 -0.184 0.206 0.336
H -5.19790 4.41238 -1.39363 0.208 -0.089 -0.078
```
Positions in Å, forces in eV/Å.

Computed properties:
Charge ... +2
HOMO level (alpha / beta) ... -14.14 / -14.14 eV
Multiplicity ... 2
HOMO-LUMO gap (alpha / beta) ... 6.8465 / 5.4203 eV

# 2
An isolated molecule of C2H5N3OS at a distorted geometry. Source: OMol25; level of theory: the ωB97M-V functional and the def2-TZVPD basis.

The geometry in XYZ format:
```
12
Properties=species:S:1:pos:R:3:forces:R:3
N 1.29814 -0.96592 -0.63223 -0.295 -0.498 0.289
C 1.19662 0.27360 -1.16425 0.643 -0.939 0.898
O 1.95967 0.78434 -1.94395 0.047 0.221 -0.663
N 0.15231 1.03015 -0.61047 0.603 -0.119 -0.489
C -0.79184 0.68356 0.27051 -1.983 -0.276 1.565
N -0.97838 -0.50602 0.75022 0.019 0.800 -0.192
S -2.41231 -0.72657 1.70752 1.229 -0.198 0.994
H 0.64081 -1.23949 0.10859 0.198 0.038 -0.619
H 1.94103 -1.65335 -1.00113 -0.034 0.537 -0.047
H 0.19183 1.97102 -0.92696 -0.112 0.667 -0.103
H -1.43950 1.54827 0.57350 0.397 -0.754 -0.305
H -1.75837 -1.19959 2.86865 -0.712 0.522 -1.331
```
Positions in Å, forces in eV/Å.

Computed properties:
HOMO level ... -8.92 eV
Multiplicity ... 1
HOMO-LUMO gap ... 9.5818 eV

# 3
A structure of composition C26H24Cl2CrN8O2S2. Source: OMol25; level of theory: the ωB97M-V functional and the def2-TZVPD basis.

The geometry in XYZ format:
```
65
Properties=species:S:1:pos:R:3:forces:R:3
Cr -0.60147 -2.29997 0.90883 0.251 0.693 0.154
C 3.28365 -0.93918 2.42440 -0.033 -0.001 0.025
C 1.81479 -1.11976 2.21953 0.146 -0.105 0.011
N 1.24002 -2.24686 2.02600 -0.013 0.108 -0.066
N 1.98100 -3.38480 2.03143 0.177 0.049 0.054
C 1.33045 -4.55433 1.92065 -0.063 -0.145 0.015
N 2.05009 -5.67278 1.97994 -0.025 0.025 0.014
S -0.34833 -4.55805 1.79388 -0.066 0.009 -0.114
C 0.87270 0.00525 2.23038 -0.067 0.013 0.071
C 1.20211 1.28293 2.65102 0.032 -0.063 -0.029
C 0.19658 2.23151 2.74356 -0.034 0.013 -0.009
C -1.10094 1.85831 2.44398 0.039 -0.005 0.008
C -1.34712 0.55944 2.03134 0.001 0.016 -0.003
N -0.37923 -0.34421 1.89996 -0.156 -0.251 -0.183
H 3.85616 -1.56143 1.73431 -0.001 0.007 -0.022
H 3.57664 -1.18622 3.44738 -0.007 -0.018 0.004
H 3.57286 0.08886 2.22866 0.020 -0.006 0.019
H 2.98766 -3.33006 2.08530 -0.015 0.008 -0.027
H 3.02321 -5.68438 2.23744 0.009 0.004 -0.018
H 1.57287 -6.55485 1.89718 0.008 0.006 0.005
H 2.21769 1.53265 2.92082 -0.007 0.001 -0.007
H 0.42591 3.24132 3.05010 0.000 0.011 0.007
H -1.92109 2.55628 2.52820 -0.013 0.000 -0.006
H -2.34824 0.21962 1.81162 0.016 0.016 0.010
C -0.72546 5.74671 1.07947 0.004 0.011 0.013
O 0.23629 4.73645 0.81354 0.002 -0.013 0.025
C 0.27844 4.22634 -0.44599 -0.013 0.000 -0.080
C -0.59649 4.58132 -1.46591 -0.009 0.029 0.045
C -0.45396 4.00182 -2.71932 0.071 -0.071 -0.028
C 0.51015 3.03398 -2.95347 -0.058 0.082 0.146
C 1.41096 2.70877 -1.93691 -0.035 -0.005 -0.068
C 1.29710 3.30638 -0.69964 -0.007 0.008 0.037
N 0.55864 2.51385 -4.29069 0.012 -0.021 -0.063
N 0.67966 1.30585 -4.53049 0.076 0.052 -0.133
C 0.69988 0.33900 -3.47412 -0.011 -0.085 0.142
C 1.77821 -0.49708 -3.35964 -0.101 0.067 -0.026
C 1.87016 -1.43672 -2.31809 0.004 -0.050 0.034
C 0.85682 -1.55111 -1.39329 -0.086 0.005 0.012
O 0.87055 -2.37704 -0.36247 0.048 -0.084 0.149
C -0.29702 -0.73913 -1.54778 0.022 0.046 -0.070
N -1.28319 -0.93105 -0.61608 0.148 -0.031 -0.203
C -2.41485 -0.27612 -0.77938 -0.080 -0.073 0.202
C -2.63839 0.61592 -1.83642 0.033 0.061 -0.102
C -1.63991 0.86355 -2.73577 -0.046 -0.054 0.065
C -0.41114 0.18195 -2.60239 0.057 0.011 0.010
H -0.58790 6.02884 2.11978 -0.002 0.007 -0.009
H -1.74276 5.37483 0.93443 -0.005 0.000 -0.001
H -0.56404 6.62083 0.44600 -0.003 0.000 -0.005
H -1.36941 5.31890 -1.31120 -0.009 0.011 0.004
H -1.10381 4.29524 -3.53398 -0.013 0.012 0.003
H 2.21032 2.00556 -2.11927 0.020 -0.029 -0.011
H 2.00519 3.08951 0.08961 0.010 -0.009 0.002
H 2.58699 -0.40257 -4.07260 0.010 0.007 -0.016
H 2.73567 -2.08111 -2.23977 0.003 -0.006 0.014
H -3.21022 -0.47043 -0.07354 0.032 0.006 -0.049
H -3.60595 1.08924 -1.91952 -0.002 0.006 -0.004
H -1.79139 1.54938 -3.55765 -0.016 0.004 -0.013
Cl -3.47478 -5.58035 0.48490 -0.010 0.003 0.042
C -2.37547 -5.36224 -0.85458 0.070 0.041 -0.138
Cl -1.85680 -3.65680 -1.08077 -0.224 -0.185 -0.029
H -2.87863 -5.63041 -1.77663 0.046 -0.013 0.009
H -1.47487 -5.94387 -0.69660 -0.030 -0.010 0.030
S -2.56097 -2.48498 2.25196 0.032 -0.149 0.265
C -3.88513 -2.22771 1.25724 -0.078 0.050 -0.105
N -4.80045 -2.02478 0.58112 -0.059 -0.015 -0.008
```
Positions in Å, forces in eV/Å.

Computed properties:
Charge ... +1
HOMO level (alpha / beta) ... -10.02 / -10.04 eV
Multiplicity ... 2
HOMO-LUMO gap (alpha / beta) ... 6.2361 / 6.1582 eV

# 4
A structure of composition C18H34ClF4O4P at a distorted geometry. Source: OMol25; level of theory: the ωB97M-V functional and the def2-TZVPD basis.

The geometry in XYZ format:
```
62
Properties=species:S:1:pos:R:3:forces:R:3
C -5.41852 0.63491 4.20381 -1.065 -0.349 -1.297
C -5.16137 1.71155 3.05669 -0.043 1.344 0.721
C -3.63853 2.14373 2.85307 0.110 -0.446 -1.046
C -2.55131 1.07168 3.32095 0.867 1.106 -0.192
C -1.87584 1.61019 4.65912 0.653 0.179 -0.198
C -0.56413 0.83222 5.11000 0.232 0.589 0.258
C 0.56261 0.71511 3.98111 0.146 -1.307 0.914
C 0.61021 -0.81978 3.51509 0.361 1.300 -0.799
C 1.44681 -0.98278 2.14926 -1.250 -0.513 0.195
C 0.55487 -1.91276 1.18325 1.055 -0.450 0.026
C 1.45935 -2.63720 0.06948 -0.752 0.006 0.604
C 0.51484 -3.48407 -0.90657 0.263 0.929 0.648
C -0.36779 -2.53214 -1.83402 0.030 -0.813 -1.174
C 0.23910 -2.39687 -3.32366 -0.541 1.171 1.259
C 1.14465 -1.07567 -3.34227 1.045 -0.387 -1.366
C 2.13214 -1.16048 -4.61526 -1.485 -1.079 0.480
O 3.54810 -1.01483 -4.22816 -0.021 4.134 -0.522
P 3.99716 0.54650 -4.74771 0.739 -2.596 -2.347
O 4.05330 0.52001 -6.26293 -0.048 0.916 3.493
O 5.52217 0.90295 -4.04429 -3.258 -0.735 -0.424
Cl 5.23417 0.84819 -2.35730 0.475 0.093 0.045
O 2.85128 1.61184 -4.09246 2.172 0.039 -1.295
C 2.75282 2.82016 -4.81978 -0.813 1.948 0.265
F 3.95574 3.25878 -5.37064 -2.039 -1.038 0.900
F 2.34243 3.84861 -3.94628 0.893 -2.196 -1.300
C 1.58279 2.64856 -5.88418 -1.551 0.848 0.175
F 0.43301 2.28784 -5.12800 1.903 0.373 -1.093
F 1.24404 3.88298 -6.48095 1.063 -2.273 0.954
H -5.43083 -0.39510 3.70311 0.272 1.235 1.019
H -4.68438 0.66488 5.05986 -0.858 0.048 -1.027
H -6.49141 0.79925 4.56771 1.582 -0.294 -0.195
H -5.72250 2.65949 3.37634 0.710 -1.235 -0.535
H -5.62044 1.43381 2.04948 0.616 -0.028 1.495
H -3.49104 2.30377 1.72839 -0.213 -0.137 1.488
H -3.38443 3.15560 3.32241 -0.542 -1.472 -0.417
H -2.91920 0.00399 3.36791 0.191 1.259 0.170
H -1.72731 1.08454 2.52404 -1.063 -0.166 1.083
H -1.54664 2.68687 4.43791 -0.493 -1.396 0.253
H -2.61936 1.69486 5.51459 0.821 -0.289 -1.003
H -0.82926 -0.20648 5.47592 0.275 1.093 -0.442
H -0.07969 1.37084 5.99785 -0.943 -0.647 -1.084
H 0.42761 1.41446 3.10246 -0.034 -0.773 1.016
H 1.57181 0.93442 4.46325 -1.223 -0.042 -0.739
H -0.45737 -1.13352 3.30445 1.182 0.201 0.367
H 1.03803 -1.43623 4.36085 -0.572 0.567 -0.986
H 2.45922 -1.48587 2.32278 -1.340 0.834 -0.267
H 1.57420 0.06030 1.69806 0.085 -1.524 0.465
H -0.30825 -1.33789 0.70720 1.217 -0.586 0.662
H 0.07858 -2.72988 1.83017 0.639 1.036 -0.884
H 2.19945 -3.33043 0.60212 -1.013 0.924 -0.699
H 2.07763 -1.84630 -0.46543 -0.794 -1.033 0.427
H 1.17179 -4.18740 -1.50222 -0.983 0.709 0.460
H -0.19240 -4.08981 -0.24700 1.048 0.619 -0.848
H -1.40072 -3.00873 -1.95780 1.280 0.885 0.428
H -0.44593 -1.46651 -1.43282 -0.135 -1.588 -0.276
H 0.81712 -3.33613 -3.58640 -0.602 1.221 0.191
H -0.63633 -2.25014 -4.04068 1.295 -0.317 0.727
H 0.54031 -0.12119 -3.47659 0.534 -1.315 0.526
H 1.81673 -0.98459 -2.42467 -1.069 -0.198 -1.132
H 1.80998 -0.42969 -5.41578 0.621 -0.821 0.809
H 2.04009 -2.20738 -5.03553 0.354 1.299 0.305
H 1.76083 1.83695 -6.64930 0.013 1.139 0.757
```
Positions in Å, forces in eV/Å.

Computed properties:
HOMO level ... -10.15 eV
Multiplicity ... 1
HOMO-LUMO gap ... 9.2034 eV

Q: multiplicity of number 4 (C18H34ClF4O4P)?
A: 1

Q: What is the multiplicity in the first record?
A: 2